52
Properties=species:S:1:pos:R:3:lowdin_charge:R:1 method="wB97M-V/def2-TZVPD" gap_ev=10.830 smiles=ClCCCl.ClCCCl.CC#N.CC#N.CC#N.CC#N.CC#N.CC#N homo_energy_ev=-11.08
C -3.259 1.680 -2.948 -0.080
C -4.281 2.376 -2.085 -0.254
N -5.010 2.940 -1.420 0.139
H -2.225 1.957 -2.744 0.006
H -3.442 1.793 -4.017 0.077
H -3.393 0.607 -2.812 0.078
C 4.625 1.868 0.163 -0.101
C 5.564 3.014 0.140 -0.278
N 6.336 3.871 0.097 0.113
H 4.835 1.254 -0.713 0.073
H 3.641 2.280 -0.060 0.062
H 4.593 1.271 1.074 0.046
C -0.276 -3.902 3.864 -0.051
C -1.004 -3.343 2.696 -0.236
N -1.549 -2.920 1.779 0.157
H -0.526 -4.942 4.076 0.084
H -0.567 -3.284 4.713 0.083
H 0.789 -3.825 3.647 0.080
C -0.542 -0.571 -0.156 -0.075
C 0.810 -0.185 0.371 -0.250
N 1.824 0.175 0.709 0.169
H -0.691 -1.560 -0.588 0.058
H -0.959 0.221 -0.778 0.042
H -1.171 -0.467 0.729 0.057
C 3.115 0.318 3.905 -0.091
C 3.564 1.707 3.634 -0.269
N 3.867 2.780 3.390 0.146
H 3.458 -0.189 4.807 0.071
H 3.258 -0.479 3.176 0.062
H 2.052 0.400 4.132 0.071
C -1.274 -5.152 -0.701 -0.084
C -2.755 -5.075 -0.581 -0.284
N -3.907 -5.033 -0.477 0.120
H -0.904 -4.148 -0.909 0.055
H -0.975 -5.909 -1.426 0.078
H -0.843 -5.499 0.238 0.066
Cl 0.781 1.288 -5.920 0.482
C -0.127 0.708 -4.399 -0.586
C 0.449 -0.615 -3.840 -0.701
Cl 2.073 -0.389 -3.350 0.604
H -1.158 0.782 -4.745 0.044
H -0.053 1.454 -3.607 0.044
H 0.447 -1.462 -4.526 0.071
H -0.071 -0.904 -2.926 0.037
Cl -0.738 3.188 -0.766 0.597
C -1.187 3.105 0.941 -0.685
C -2.671 3.155 1.154 -0.679
Cl -2.986 3.311 2.896 0.576
H -0.786 4.002 1.414 0.067
H -0.614 2.253 1.307 0.055
H -2.936 2.150 0.824 0.060
H -3.200 3.944 0.621 0.070

22
Properties=species:S:1:pos:R:3:lowdin_charge:R:1 method="wB97M-V/def2-TZVPD" gap_ev=10.582 homo_energy_ev=-10.24
C 0.598 1.343 -0.251 -0.486
C 1.192 1.729 -1.549 -0.031
C -2.401 -0.913 -0.776 -0.116
C 1.034 0.292 2.082 -0.072
C -1.475 -0.971 0.433 -0.248
C 1.276 0.187 0.517 -0.865
O -0.393 1.863 0.224 0.088
O 0.258 -1.393 -1.476 -0.286
O 0.682 -2.353 0.723 -0.336
S 0.252 -1.241 -0.076 0.604
Br 3.060 -0.292 0.237 0.904
H 1.432 0.825 -2.157 0.091
H 0.440 2.245 -2.170 0.103
H 2.099 2.304 -1.391 0.091
H -2.613 0.036 -1.390 0.114
H -1.927 -1.543 -1.493 0.042
H -3.366 -1.366 -0.676 0.062
H 0.347 1.009 2.269 0.041
H 1.998 0.602 2.433 0.055
H 0.781 -0.738 2.297 0.074
H -1.935 -1.572 1.234 0.123
H -1.339 -0.052 0.957 0.051

Number 1: molar mass 444.24 g/mol. Number 2: molar mass 243.12 g/mol.